Version a
14
Properties=species:S:1:pos:R:3 method="wB97M-V/def2-TZVPD" multiplicity=1 homo_lumo_gap_ev=9.87 charge=0 smiles="C=C(CO)CS" e_homo_ev=-9.18
S 1.10358 -1.63062 -1.40662
O -0.33327 2.15790 -0.38963
C -1.54266 -0.26050 0.56745
C 0.77246 -1.24042 0.28388
C 0.49587 1.24734 0.27496
C -0.17260 -0.08813 0.44918
H -2.19453 0.59091 0.60986
H -1.90097 -1.24666 0.33929
H -0.38320 1.87996 -1.33137
H 0.16638 -1.00014 -2.00498
H 1.66057 -1.18478 0.90342
H 1.49623 1.08534 -0.22030
H 0.69050 1.73503 1.25925
H 0.14165 -2.04522 0.66562

Version b
14
Properties=species:S:1:pos:R:3 method="wB97M-V/def2-TZVPD" multiplicity=1 homo_lumo_gap_ev=9.14 charge=0 smiles=C[C@@]1(CO)CS1 e_homo_ev=-8.43
S -2.03912 0.74693 0.05095
O 1.24777 1.81856 -0.27387
C -0.16645 -1.52800 0.51842
C 0.66356 1.00360 0.63355
C -0.29395 -0.14119 0.03398
C -0.86162 0.24153 -1.27437
H 1.49034 0.41052 1.07516
H 0.87743 -1.61241 0.92367
H -0.92596 -1.74471 1.30191
H -1.23324 -0.67368 -1.72408
H 0.22721 1.40723 1.53844
H 1.83456 1.25595 -0.72910
H -0.22520 -2.29508 -0.28025
H -0.59530 1.11074 -1.79441

version a ends up most stable, edging out the next structure by 30.0 kJ/mol.

Version a
97
Properties=species:S:1:pos:R:3 method="wB97M-V/def2-TZVPD" multiplicity=1 homo_lumo_gap_ev=8.70 charge=0 smiles=COC[C@H](C)N.OCCO.OCCO.OCCO.OCCO.OCCO.OCCO.OCCO.OCCO e_homo_ev=-8.44
O -1.22729 0.22448 3.86790
O 1.08780 -3.90221 0.95930
O 3.23573 -1.95760 4.50211
O 1.23463 0.63854 -3.04299
O -4.59408 -1.97578 0.76483
O 2.89706 -6.22436 1.56017
O 0.02326 -2.39683 3.25671
O 1.79802 1.73355 1.14781
O -4.98437 -2.54763 -1.98593
O 1.40759 4.03316 -1.44576
O -1.54652 -2.57123 0.05876
O 3.43871 2.38835 -2.27091
O -5.93467 0.36791 -0.57672
O 4.41910 -3.49166 2.31314
O 0.19018 -0.55246 1.13910
O -5.03490 -3.88205 -4.45157
O 1.58821 1.36320 3.99789
N 0.12689 7.36889 -2.45258
C 2.01273 2.59557 3.40826
C 1.28209 5.44773 -1.41058
C 1.35359 5.73752 -3.87305
C -1.42448 -1.29070 -0.51381
C -1.24780 -0.94535 4.70174
C -6.09574 -0.03229 0.77427
C -0.07368 -0.64455 -0.26808
C -1.22763 -2.20886 3.89782
C 3.97040 -2.15303 2.23977
C 2.07047 -4.47173 0.09889
C 2.12756 -5.96869 0.38311
C 0.46422 5.93320 -2.62210
C 0.20230 3.45908 -0.91086
C -4.26608 -2.00841 -3.11673
C -4.81961 -0.70023 1.32158
C 4.23856 -1.51348 3.61707
C 3.40484 1.68243 -3.49619
C 2.62265 0.39284 -3.38021
C -4.97952 -2.47508 -4.39674
C 1.40163 2.77275 2.03630
H 0.79960 5.86937 -4.81299
H 4.86571 -3.70149 1.49120
H 4.18053 -0.41713 3.55571
H 0.60085 -1.46449 -0.54820
H 0.44305 2.39671 -0.89468
H 0.32464 2.90231 1.97820
H 0.96783 5.78553 -0.41845
H -2.03438 -0.75756 5.44288
H 0.54921 -3.23355 0.53785
H -0.36979 0.65090 3.84397
H -5.48307 -3.27190 -2.38941
H 0.71940 0.25798 1.26295
H -5.88221 -0.45233 -1.08444
H 2.24362 5.96477 -1.50420
H 5.21564 -1.82398 4.00779
H 0.75851 -0.12810 -3.37385
H 3.19031 -1.46429 5.31956
H -3.20645 -2.26729 -3.10277
H 2.91463 -1.88105 2.12324
H 2.71213 1.84348 0.86781
H 4.55785 -1.62065 1.48610
H -0.15692 7.80641 -3.32305
H -6.37521 0.82996 1.38210
H 3.44984 -6.97506 1.33295
H -2.46516 -2.85029 -0.02178
H -0.49041 5.43013 -2.75110
H 0.09222 3.67462 0.15886
H 1.92821 3.47173 4.06502
H -2.22209 -0.62635 -0.16702
H -1.49595 -3.08570 4.49662
H -5.96164 -1.99483 -4.35047
H 1.82791 3.72705 1.70326
H 2.56367 2.81554 -2.20299
H 1.10686 -6.35161 0.45409
H 1.70103 4.70623 -3.95300
H 3.11273 2.55911 3.34833
H -4.71053 -1.98358 -0.19702
H -4.03938 0.00473 1.01353
H 4.40850 1.45782 -3.86020
H -4.39859 -2.10431 -5.24885
H 3.00031 -3.95431 0.33656
H 0.01616 -1.78649 2.48194
H 2.04988 1.34377 4.84418
H -4.34867 -0.92030 -3.09176
H -4.82876 -0.81435 2.40204
H -6.96247 -0.70037 0.86430
H -5.71209 -4.12532 -5.08964
H -0.70792 3.79235 -1.39950
H 0.05980 0.25702 -0.85549
H 2.96984 -0.18896 -2.52091
H -1.49274 -1.41378 -1.60411
H 2.12819 6.48994 -4.03274
H 2.61761 -6.46558 -0.46351
H -1.96390 -2.25867 3.08187
H 2.72620 -0.22373 -4.27600
H 1.03230 7.80446 -2.27296
H -0.32453 -0.77114 5.27834
H 2.93345 2.32373 -4.25294
H 1.72279 -4.31206 -0.92895

Version b
97
Properties=species:S:1:pos:R:3 method="wB97M-V/def2-TZVPD" multiplicity=1 homo_lumo_gap_ev=9.22 charge=0 smiles=COC[C@H](C)N.OCCO.OCCO.OCCO.OCCO.OCCO.OCCO.OCCO.OCCO e_homo_ev=-9.05
O -5.81218 4.58182 3.81014
O 1.75021 5.83202 -1.66089
O -2.21941 -6.23308 -4.23864
O 4.26323 -3.21746 -1.09408
O -1.21371 -4.50180 -7.26576
O 2.25247 4.00282 0.39329
O -6.22684 -3.36135 4.89360
O 5.31185 -2.95479 1.74527
O 5.65799 1.32742 -3.73816
O -8.02778 0.54664 -3.27842
O -1.99478 0.04164 1.11661
O -0.69404 -2.33142 0.21718
O -3.70883 6.03567 4.53313
O 0.70317 1.08841 4.42226
O -4.95568 0.75393 -5.11428
O -0.71997 -0.12955 6.57059
O -4.95001 -2.05445 7.37571
N 8.02389 -0.15877 -3.06144
C -6.72754 0.31225 -3.53638
C 2.63117 6.04662 -0.50167
C -1.71054 -0.17489 -0.31244
C -5.09069 -2.53109 4.98375
C 8.46751 1.98116 -4.10002
C -5.34483 -1.57790 6.07252
C -6.32324 0.92110 -4.87869
C -2.03451 -4.72307 -6.14516
C 6.35973 1.46512 -2.50752
C 5.75866 -3.91049 0.75355
C 7.85236 1.25358 -2.86935
C 4.63815 -4.31715 -0.22881
C -3.43969 4.71588 4.41172
C 2.35124 5.34139 0.78448
C -4.78348 3.92614 4.47000
C -0.04110 -0.85167 5.65951
C -1.66434 -1.66157 -0.61662
C 1.14652 -0.15082 4.96939
C -1.45452 -5.96906 -5.40071
C 4.25772 1.45633 -3.39305
H -0.77565 0.26887 -0.65471
H -4.72359 2.87823 4.17607
H -6.68658 -0.76727 -3.39131
H -4.62112 6.15600 4.25956
H 6.08121 -2.56329 2.16530
H 2.03260 0.04963 5.57170
H 5.99752 2.39352 -2.06596
H 3.09613 5.44840 1.57300
H -1.59706 -1.72884 -1.70246
H -1.41583 -6.83424 -6.06257
H -1.62700 -4.93768 -8.01463
H -4.21067 -3.16897 5.06609
H 4.16799 -2.42807 -0.55612
H 1.38197 5.68995 1.14106
H 8.43527 3.04688 -3.87352
H -0.04944 -2.82261 -0.29744
H 8.97833 -0.38071 -3.30618
H -6.36946 -3.76724 5.75180
H -0.63824 -1.10303 4.78295
H -8.62353 -0.05349 -3.73286
H -0.13775 0.13396 7.28697
H 3.94737 2.42258 -2.99538
H 3.79346 -4.79830 0.26424
H 3.66137 1.26937 -4.28607
H -6.33011 -1.13264 6.21061
H 8.36611 1.46030 -1.93050
H -1.16440 0.01248 1.59745
H 1.36183 -0.82668 4.14177
H 9.43894 1.71981 -4.51972
H 1.61362 4.88286 -1.61574
H -0.38923 -5.82548 -5.22012
H 0.40537 -1.72113 6.14200
H 7.86742 1.68853 -4.96163
H 3.66749 5.82499 -0.75666
H -2.43580 0.18445 -1.04249
H -4.85623 3.84753 5.55473
H -4.00462 -2.22053 7.35931
H 6.54482 -3.30525 0.30217
H -1.90636 -3.94460 -5.39305
H 2.07047 3.49869 1.18975
H -5.04893 -2.12764 3.97203
H 7.48061 -0.36332 -3.88794
H 0.69215 1.64804 5.20220
H -6.87739 0.57893 -5.75273
H -2.64672 4.51235 5.13135
H 2.68456 7.12153 -0.32903
H -6.12825 0.75635 -2.74157
H 6.23249 -4.82597 1.10777
H 3.95032 0.78688 -2.58965
H 6.10385 0.74608 -1.72931
H -3.19158 4.62384 3.35434
H -6.55200 3.98818 3.66227
H -2.65003 -7.05923 -4.47022
H -4.75150 -0.67596 5.92228
H 5.06683 -5.11800 -0.83128
H -3.04713 -5.04706 -6.38540
H -2.64247 -2.07089 -0.36402
H -4.76335 1.18368 -5.95089
H -6.54596 1.97602 -4.71854

version a ends up most stable, edging out the next structure by 265.6 kJ/mol.

Version a
19
Properties=species:S:1:pos:R:3 method="wB97M-V/def2-TZVPD" multiplicity=1 homo_lumo_gap_ev=5.53 charge=0 e_homo_ev=-6.81
C 1.34908 0.58404 0.42203
C -0.00375 0.60202 0.38150
C -2.84614 0.75150 0.43391
C -0.73016 0.68406 -0.82115
C 2.17940 -1.32487 -0.80301
C 2.23881 -0.56317 0.54269
C -2.06857 0.34720 -0.76171
H 2.40548 -0.72628 -1.68185
H -2.83140 0.06671 1.27619
H 1.19113 -1.79178 -0.86432
H -2.59270 1.74309 0.83837
H -0.11023 0.93008 -1.67619
H -0.55954 0.44387 1.30622
H -1.12262 -1.96514 1.20029
H -3.91280 0.83177 0.20971
H 2.80652 -2.21939 -0.84949
H 3.26337 -0.28725 0.76439
H 1.89313 -1.24403 1.32102
H -0.64504 -2.30400 1.66643

Version b
19
Properties=species:S:1:pos:R:3 method="wB97M-V/def2-TZVPD" multiplicity=1 homo_lumo_gap_ev=9.23 charge=0 e_homo_ev=-8.43
C -0.05119 0.70536 -1.05374
C -0.08290 -0.05847 0.99780
C 1.23382 0.81705 -1.00420
C 1.33561 0.39968 0.49219
C -2.31121 -0.37382 -0.29095
C 2.38194 -0.70294 0.61434
C -1.11124 0.52279 -0.01469
H 1.66379 1.28427 1.05412
H 3.33001 -0.36238 0.18906
H 2.54031 -1.01070 1.65482
H -3.04097 0.10672 -0.95305
H 2.05878 -1.58095 0.04159
H -0.30226 0.23287 2.03088
H -0.14267 -1.15344 0.93810
H -0.78142 1.14574 -2.46883
H -1.47517 1.49995 0.33207
H -0.41328 0.44537 -2.47609
H -2.82491 -0.59016 0.65322
H -2.00704 -1.32694 -0.73665

Version c
19
Properties=species:S:1:pos:R:3 method="wB97M-V/def2-TZVPD" multiplicity=1 homo_lumo_gap_ev=10.39 charge=0 smiles=CC#CCCCC e_homo_ev=-9.31
C 3.74419 -0.05051 1.15367
C 0.36805 -0.69778 -1.10210
C 2.63394 -0.35199 0.24982
C -3.00979 0.71316 0.30897
C -0.66235 -0.00546 -0.19816
C -2.09459 0.03819 -0.71776
C 1.67860 -0.57358 -0.45227
H -0.63945 -0.49674 0.78320
H 4.29147 -0.95524 1.43541
H -3.91943 1.11657 -0.14524
H -2.45410 -0.97692 -0.93415
H 4.45094 0.65195 0.70110
H -2.48750 1.54475 0.79776
H -2.12182 0.58584 -1.66908
H -0.31860 1.02325 -0.02901
H -3.30829 0.01269 1.09654
H 0.10690 -1.75323 -1.25363
H 0.38339 -0.23226 -2.09649
H 3.35846 0.40734 2.07142

version c ends up most stable, edging out the next structure by 406.7 kJ/mol.